[1]
The following is a quantum chemistry calculation of a single C26H30N4O7 molecule at a distorted geometry, from the Open Molecules 2025 dataset.

For the HOMO-LUMO gap, the calculation gives 7.9 eV. The energy relative to the best compared isomer or geometry (same formula, charge and spin) is 0.000 eV. As for the charge: 0. The calculation puts the total energy at -47742.861 eV. As for the HOMO energy: -7.871 eV. Its SMILES is C=CCN1c2ccccc2[C@]23C[C@@H](C(=O)OC)N(C(=O)NCCC)C2=NC(C(=O)OC)=C(C(=O)OC)[C@H]13.

XYZ file:
```
67
C26H30N4O7 | the Open Molecules 2025 dataset | wB97M-V/def2-TZVPD
C -2.7887 -3.6725 2.9013
C -3.0573 -4.0113 1.6556
C -2.6613 -3.2296 0.4323
N -2.0146 -1.9870 0.7463
C -2.6616 -0.8604 1.1831
C -4.0002 -0.6775 1.4906
C -4.4041 0.5763 1.9240
C -3.5061 1.6220 2.0556
C -2.1568 1.4315 1.7735
C -1.7490 0.1916 1.3461
C -0.3606 -0.3463 1.0502
C 0.4857 0.6407 0.2968
N 0.4958 0.7980 -0.9771
C -0.2212 -0.1203 -1.7223
C -0.7494 -1.2613 -1.2382
C -1.4648 -2.1913 -2.1667
O -2.6376 -2.1195 -2.4209
O -0.6488 -3.1545 -2.6017
C -1.1966 -4.0223 -3.5866
H -0.4410 -4.7792 -3.7801
H -2.1199 -4.4782 -3.2223
H -1.4129 -3.4506 -4.4903
C -0.7052 -1.6129 0.2437
H 0.0051 -2.4369 0.3961
C -0.2987 0.1584 -3.1791
O -0.6929 -0.6413 -3.9944
O 0.1245 1.3830 -3.4835
C 0.0808 1.7314 -4.8598
H 0.8030 1.1371 -5.4236
H -0.9163 1.5493 -5.2655
H 0.3319 2.7873 -4.9142
N 1.2314 1.3457 1.1719
C 2.1473 2.3905 0.9110
O 2.8368 2.8100 1.8175
N 2.1237 2.8367 -0.3472
C 3.0866 3.7935 -0.8396
C 4.0881 3.1465 -1.7994
C 3.4319 2.6935 -3.0987
H 2.9813 3.5417 -3.6097
H 4.1728 2.2504 -3.7601
H 2.6574 1.9550 -2.9081
H 4.8723 3.8730 -2.0200
H 4.5511 2.2928 -1.3010
H 2.5518 4.6010 -1.3495
H 3.6057 4.2029 0.0300
H 1.5427 2.3298 -1.0125
C 1.1390 0.8200 2.5276
C 2.5271 0.6899 3.1561
O 2.7781 0.9776 4.2913
O 3.3795 0.1104 2.3076
C 4.7248 0.0158 2.7582
H 4.7659 -0.4886 3.7256
H 5.1454 1.0176 2.8602
H 5.2607 -0.5519 2.0019
C 0.4446 -0.5382 2.3460
H -0.1843 -0.7889 3.1976
H 1.1921 -1.3221 2.2069
H 0.5567 1.4972 3.1631
H -1.4550 2.2454 1.8798
H -3.8501 2.5903 2.3839
H -5.4457 0.7395 2.1578
H -4.7077 -1.4849 1.3932
H -3.5526 -3.0587 -0.1880
H -1.9701 -3.8402 -0.1582
H -3.6041 -4.9185 1.4345
H -3.1030 -4.2781 3.7335
H -2.2490 -2.7721 3.1408
```

[2]
The following is a quantum chemistry calculation of a molecular structure, C21H15Cl5N2O4SSiTi at a distorted geometry, from the Open Molecules 2025 dataset.

Its expectation value of S² is 2.035. For the HOMO-LUMO gap (alpha / beta), the calculation gives 3.9 / 6.6 eV. The energy relative to the best compared isomer or geometry (same formula, charge and spin) is 0.583 eV. As for the charge: -2. The calculation puts the total energy at -137637.007 eV. As for the HOMO energy (alpha / beta): -0.091 / -2.820 eV. Its spin multiplicity is 3.

XYZ file:
```
50
C21H15Cl5N2O4SSiTi | the Open Molecules 2025 dataset | wB97M-V/def2-TZVPD
Ti 0.2797 -0.7463 0.4555
O 2.4167 -0.6727 7.0224
C 1.2073 -0.6765 6.7258
O 0.1931 -0.6803 7.4548
C 0.9073 -0.6833 5.2068
C -0.4011 -0.7050 4.7454
C -0.6535 -0.7269 3.3885
N 0.3221 -0.7231 2.4673
C 1.5988 -0.6781 2.9127
C 1.9188 -0.6692 4.2544
C 2.6435 -0.6790 1.8158
O 3.8244 -0.6327 2.0714
O 2.1370 -0.7386 0.6022
H -1.2028 -0.7101 5.4710
H -1.6653 -0.7525 3.0038
H 2.9532 -0.6474 4.5667
C -0.0218 4.0263 -4.6302
Si -0.0528 3.4853 -2.8190
C 1.4317 4.2923 -2.0057
C -1.6283 4.2066 -2.0952
C 0.0171 1.6316 -2.7671
C 0.0592 0.8526 -3.9631
C 0.1110 -0.5391 -3.8746
C 0.1631 -1.1431 -2.6413
N 0.1542 -0.4177 -1.4684
C 0.0418 0.9579 -1.5573
S -0.1137 1.6873 0.0324
H -0.0546 5.1201 -4.6864
H -0.8800 3.6364 -5.1861
H 0.8888 3.6916 -5.1361
H 1.3796 5.3835 -2.0904
H 2.3589 3.9542 -2.4763
H 1.4739 4.0247 -0.9481
H -1.6323 5.2982 -2.1915
H -1.7098 3.9466 -1.0383
H -2.5086 3.8131 -2.6115
H 0.0354 1.3387 -4.9319
H 0.1174 -1.1540 -4.7676
H 0.2253 -2.2180 -2.5298
Cl -2.6250 -1.0205 0.2807
C -1.9254 -2.6236 0.3501
C -0.5344 -2.6308 0.3928
C 0.0345 -3.9112 0.4169
Cl 1.7679 -4.0479 0.4564
C -0.7242 -5.0771 0.4098
Cl 0.0412 -6.6298 0.4333
C -2.1170 -5.0019 0.3885
Cl -3.0763 -6.4411 0.3978
C -2.7248 -3.7535 0.3595
Cl -4.4509 -3.6160 0.3336
```

[3]
The following is a quantum chemistry calculation of a gas-phase ion, C3H3N2O (charge +1) at a distorted geometry, from the Open Molecules 2025 dataset.

For the HOMO-LUMO gap (alpha / beta), the calculation gives 7.5 / 7.5 eV. The energy relative to the best compared isomer or geometry (same formula, charge and spin) is 5.437 eV. As for the charge: +1. The calculation puts the total energy at -8173.472 eV. As for the HOMO energy (alpha / beta): -15.645 / -15.617 eV.

XYZ file:
```
9
C3H3N2O | the Open Molecules 2025 dataset | wB97M-V/def2-TZVPD
C 0.0165 -0.0032 0.0073
C -1.0784 -0.8129 0.0079
C -0.2730 1.4398 -0.0085
N -1.4364 1.8446 0.0120
N -2.2580 -0.1927 0.0074
O -3.3931 -0.4130 -0.0106
H 1.0322 -0.3709 0.0184
H -1.0168 -1.8976 0.0213
H 0.5763 2.1233 -0.0410
```